Here is 3 unconnected molecules or ions with the total composition C13H13BrN3O3P in a non-equilibrium geometry from the OMol25 dataset. Energies are from ωB97M-V with the def2-TZVPD basis set.

**Calculated total energy**: -3808.5015 Ha
**Lowest unoccupied orbital energy**: 0.36 eV
**Strongest force on any atom**: 1.3 eV Å⁻¹

Positions of all 34 atoms, in Å:
C  3.979  1.461  1.809
C  3.180  0.571  1.725
N  2.212  -0.396  1.824
C  1.157  -0.168  0.845
O  1.252  -0.394  -0.316
O  0.033  0.354  1.411
P  2.876  -2.031  1.904
O  1.531  -2.786  1.395
Br  4.161  -2.256  0.100
H  4.706  2.235  1.812
H  -0.330  -0.336  1.992
H  0.951  -2.926  2.159
N  2.257  3.677  -1.852
C  1.679  4.391  -2.816
C  0.488  4.034  -3.427
C  -0.138  2.868  -3.016
C  0.449  2.109  -2.015
C  1.643  2.558  -1.468
H  2.201  5.296  -3.110
H  0.064  4.655  -4.204
H  -1.070  2.554  -3.469
H  -0.002  1.192  -1.667
H  2.142  2.001  -0.685
N  -1.753  -2.311  1.572
C  -2.322  -1.513  0.666
C  -3.592  -1.720  0.153
C  -4.310  -2.821  0.591
C  -3.730  -3.666  1.522
C  -2.458  -3.367  1.981
H  -1.722  -0.669  0.342
H  -4.002  -1.037  -0.577
H  -5.304  -3.018  0.210
H  -4.252  -4.538  1.891
H  -1.977  -4.002  2.717